1.
# C27H29FN4OS

One molecule with the formula C27H29FN4OS at a distorted geometry (ωB97M-V/def2-TZVPD, OMol25).

Molar mass, g mol⁻¹: 476.6
E, eV: -50032.3310
SMILES string: O=C(NCc1nnc(SCc2ccccc2)n1-c1ccc(F)cc1)[C@]12C[C@H]3C[C@H](C[C@H](C3)C1)C2
Multiplicity: 1
Energy relative to the best compared isomer or geometry (same formula, charge and spin), kJ/mol: 0.0
HOMO-LUMO gap, eV: 9.05
Charge: 0

Atoms and positions in Å:
O 0.6727 2.2678 0.3807
C 1.3139 1.4341 0.9880
N 0.9638 1.0374 2.2395
C -0.3468 1.3575 2.7750
C -1.3157 0.3168 2.3299
N -1.4473 -0.8643 2.8641
N -2.2982 -1.5818 2.1184
C -2.6641 -0.8349 1.1126
S -3.7651 -1.2693 -0.1570
C -3.3483 -3.0597 -0.2329
C -1.9443 -3.2212 -0.7139
C -0.9354 -3.5959 0.1648
C 0.3705 -3.7041 -0.2815
C 0.6816 -3.4323 -1.6030
C -0.3185 -3.0457 -2.4804
C -1.6239 -2.9394 -2.0379
N -2.0699 0.3964 1.1864
C -2.1554 1.4444 0.2485
C -2.6408 2.6858 0.6360
C -2.6942 3.7166 -0.2827
C -2.2634 3.4796 -1.5749
F -2.3176 4.4818 -2.4724
C -1.7884 2.2445 -1.9783
C -1.7331 1.2197 -1.0559
C 2.5732 0.7729 0.4308
C 2.3655 -0.7450 0.3279
C 3.6195 -1.3918 -0.2605
C 3.8793 -0.8314 -1.6570
C 4.0893 0.6788 -1.5615
C 5.2909 0.9739 -0.6654
C 5.0293 0.4123 0.7308
C 4.8174 -1.0984 0.6418
C 3.7830 1.0685 1.3263
C 2.8417 1.3295 -0.9710
H 1.4186 0.2373 2.6494
H -0.6269 2.3374 2.3829
H -0.2953 1.3759 3.8645
H -3.4920 -3.4604 0.7680
H -4.0750 -3.4799 -0.9272
H -1.1765 -3.7919 1.1985
H 1.1479 -3.9995 0.4076
H 1.7006 -3.5190 -1.9503
H -0.0802 -2.8268 -3.5111
H -2.4052 -2.6292 -2.7177
H -2.9775 2.8408 1.6503
H -3.0591 4.6930 -0.0072
H -1.4578 2.1017 -2.9944
H -1.3541 0.2487 -1.3377
H 1.5028 -0.9568 -0.3096
H 2.1641 -1.1818 1.3095
H 3.4667 -2.4750 -0.3209
H 3.0286 -1.0475 -2.3074
H 4.7635 -1.3054 -2.0895
H 4.2702 1.0870 -2.5617
H 5.4552 2.0520 -0.6079
H 6.1909 0.5194 -1.0855
H 5.8886 0.6231 1.3775
H 5.7123 -1.5746 0.2353
H 4.6440 -1.5111 1.6388
H 3.6170 0.6883 2.3370
H 3.9269 2.1490 1.3962
H 1.9745 1.1385 -1.6063
H 2.9673 2.4119 -0.9110

Mulliken atomic charge list, values in e, 5 entries: -0.7289 -1.5577 0.0475 -1.2047 0.7148

=====

2.
# C27H29N2

A 2-piece molecular cluster, C27H29N2 overall at a distorted geometry (ωB97M-V/def2-TZVPD, OMol25).

Molar mass, g mol⁻¹: 381.5
E, eV: -31442.1065
Multiplicity: 1
Energy relative to the best compared isomer or geometry (same formula, charge and spin), kJ/mol: 250.7
HOMO-LUMO gap, eV: 4.89
Charge: +1

Atoms and positions in Å:
C -2.6786 0.2172 0.9845
C -4.1828 0.2275 1.0277
N -4.7220 -0.6811 -0.0312
C -4.2463 -0.2037 -1.3723
C -2.7403 -0.2133 -1.4117
N -2.1836 -0.6937 -0.1001
C -2.7068 -2.0791 0.1411
C -4.2116 -2.0730 0.1898
H -2.2936 1.2206 0.7632
H -2.2683 -0.1399 1.9370
H -4.5496 -0.1290 1.9962
H -4.5710 1.2318 0.8242
H -4.6651 -0.8858 -2.1201
H -4.6407 0.8080 -1.5174
H -2.3750 -0.8971 -2.1888
H -2.3525 0.7983 -1.5806
H -2.3469 -2.7055 -0.6853
H -2.2903 -2.4345 1.0908
H -4.5789 -2.4152 1.1630
H -4.6306 -2.6929 -0.6104
C 2.7471 5.2613 -0.3789
C 3.3852 4.2877 -1.1596
C 3.1577 2.9359 -0.9125
C 2.3264 2.5418 0.1572
C 2.0580 1.1248 0.4191
C 1.7004 0.2890 -0.6545
C 1.5153 -1.0801 -0.5620
C 1.1309 -1.9259 -1.6553
C 0.8763 -3.2996 -1.4048
C 0.4536 -4.1450 -2.4215
C 0.2880 -3.6484 -3.7234
C 0.5510 -2.2988 -3.9960
C 0.9732 -1.4421 -2.9808
C 2.1606 0.6245 1.7940
C 1.1296 -0.1334 2.3860
C 1.2388 -0.5601 3.7115
C 2.3974 -0.2820 4.4481
C 3.4396 0.4539 3.8669
C 3.3128 0.9216 2.5638
C 1.7061 3.5330 0.9525
C 1.8959 4.8811 0.6684
H 2.9124 6.3184 -0.5863
H 4.0589 4.5760 -1.9687
H 3.6425 2.1582 -1.5088
H 1.5905 0.7785 -1.6287
H 1.7156 -1.5718 0.3931
H 1.0165 -3.6654 -0.3856
H 0.2548 -5.1940 -2.1976
H -0.0400 -4.3156 -4.5219
H 0.4276 -1.9106 -5.0090
H 1.1836 -0.3934 -3.1996
H 0.2350 -0.3490 1.7934
H 0.4144 -1.1176 4.1627
H 2.4886 -0.6336 5.4763
H 4.3490 0.6720 4.4304
H 4.1151 1.5019 2.0995
H 1.0441 3.2145 1.7627
H 1.3823 5.6326 1.2706

Mulliken atomic charge list, values in e, 5 entries: -0.4612 -0.8699 -0.2385 -0.7193 -0.4652

=====

3.
# C27H29N4O2RuS2

C27H29N4O2RuS2 as an isolated structure at a distorted geometry (ωB97M-V/def2-TZVPD, OMol25).

Molar mass, g mol⁻¹: 606.8
E, eV: -62745.0868
Expectation value of S²: 6.07
Multiplicity: 5
HOMO-LUMO gap (spin up / spin down), eV: 5.83 / 3.10
Charge: +3

Atoms and positions in Å:
Ru -10.1163 -1.9499 -13.4675
C -15.9542 -0.6179 -14.5528
C -14.5688 -0.2927 -15.0318
N -13.6682 -0.0124 -13.8878
C -13.7344 1.3633 -13.3002
C -12.9876 2.3438 -14.1907
C -12.8250 -0.9878 -13.4452
S -11.2067 -0.3921 -12.6855
N -13.2320 -2.2210 -13.4179
C -12.6273 -3.3970 -13.3344
O -11.3767 -3.6175 -13.6793
C -13.3711 -4.5133 -12.9096
C -12.5986 -5.6889 -12.5850
C -13.2751 -6.7815 -12.1152
C -14.6671 -6.6904 -11.8501
C -15.3729 -5.4927 -12.0254
C -14.7193 -4.3838 -12.5031
H -16.4877 -1.1299 -15.3518
H -16.5262 0.2793 -14.2200
H -15.9522 -1.3401 -13.7384
H -14.5006 0.5222 -15.7142
H -14.1970 -1.1243 -15.5702
H -13.2185 1.2803 -12.3685
H -14.8055 1.5861 -13.2221
H -12.0120 1.9997 -14.4189
H -12.7921 3.2907 -13.6352
H -13.4290 2.6105 -15.1488
H -11.4934 -5.6251 -12.7600
H -12.8413 -7.7434 -11.9256
H -15.1050 -7.5847 -11.4984
H -16.4188 -5.4593 -11.7837
H -15.2206 -3.4533 -12.6637
N -8.6915 -2.5406 -10.8507
C -7.9827 -3.4366 -10.1367
C -8.0470 -4.6438 -10.8589
C -8.8519 -4.3974 -11.9728
N -9.2491 -3.1046 -11.9089
H -8.9399 -1.6349 -10.5705
H -7.6900 -3.1651 -9.1368
H -7.4823 -5.5537 -10.6849
H -9.1350 -5.0462 -12.7707
O -8.1073 -1.7623 -14.0614
S -7.8223 -0.6774 -15.2377
C -9.0899 -0.9471 -16.5640
C -10.0946 -1.9423 -16.4374
C -10.8195 -2.3353 -17.5630
C -10.6877 -1.5686 -18.7466
C -9.7510 -0.5578 -18.7947
C -9.0492 -0.1533 -17.6835
C -6.5099 -1.5026 -16.0270
C -5.9385 -2.7008 -15.5021
C -4.9419 -3.3353 -16.2565
C -4.4978 -2.8418 -17.4879
C -4.9423 -1.5994 -17.9121
C -5.9721 -0.9573 -17.1908
H -10.2412 -2.4633 -15.5238
H -11.5429 -3.1551 -17.4645
H -11.3725 -1.7096 -19.5589
H -9.7004 -0.0439 -19.7514
H -8.4239 0.7167 -17.7142
H -6.1942 -3.0402 -14.5085
H -4.4656 -4.2169 -15.8374
H -3.7610 -3.4263 -17.9993
H -4.5363 -1.1490 -18.7976
H -6.2425 0.0539 -17.4261

Mulliken atomic charge list, values in e, 5 entries: 0.2979 -1.0453 -0.6026 0.4018 -0.5650

=====

4.
# C27H29N4OPbSiTe

C27H29N4OPbSiTe as an isolated structure at a distorted geometry (ωB97M-V/def2-TZVPD, OMol25).

Molar mass, g mol⁻¹: 788.4
E, eV: -56892.6701
Multiplicity: 1
Energy relative to the best compared isomer or geometry (same formula, charge and spin), kJ/mol: 0.0
HOMO-LUMO gap, eV: 7.36
Charge: +1

Atoms and positions in Å:
Pb -0.3311 1.5204 -0.3047
O -4.4367 2.2401 -1.4904
C -3.3650 2.1574 -0.9115
N -2.2584 1.5295 -1.3715
C -2.3379 0.9913 -2.7190
C -1.0940 1.3228 -3.4985
C -1.1448 1.6213 -4.8533
C 0.0297 1.9048 -5.5285
C 1.2289 1.8705 -4.8289
C 1.1962 1.5965 -3.4770
N 0.0592 1.3372 -2.8220
C -3.1906 2.8147 0.4367
C -4.1610 3.6981 0.8830
C -3.9820 4.3194 2.1076
C -2.8535 4.0156 2.8578
C -1.9345 3.1256 2.3358
N -2.0893 2.5471 1.1434
H -3.2256 1.3845 -3.2133
H -2.4399 -0.1039 -2.6845
H -2.1017 1.6384 -5.3566
H 0.0110 2.1594 -6.5795
H 2.1708 2.0734 -5.3181
H 2.1044 1.5885 -2.8850
H -5.0172 3.8796 0.2499
H -4.7062 5.0359 2.4710
H -2.6848 4.4652 3.8255
H -1.0352 2.8626 2.8820
Te 0.0692 -1.3889 -0.6536
C -0.9700 -3.0247 0.2310
C -0.3771 -3.8998 1.1268
C -1.0641 -5.0392 1.5173
C -2.3201 -5.3131 0.9949
C -2.9009 -4.4375 0.0891
C -2.2253 -3.2904 -0.2989
H 0.6115 -3.6930 1.5134
H -0.6055 -5.7190 2.2231
H -2.8389 -6.2184 1.2790
H -3.8764 -4.6484 -0.3279
H -2.6791 -2.6077 -1.0099
C 2.0773 0.9964 2.6978
Si 1.4253 -0.7474 2.3199
C 2.2436 -2.0421 3.4123
C -0.4152 -0.6081 2.7128
N 1.6698 -1.1676 0.6031
C 2.9225 -0.9185 -0.0182
C 3.1387 -1.0061 -1.3992
C 4.3668 -0.6949 -1.9640
C 5.4215 -0.2702 -1.1747
C 5.2363 -0.2143 0.1974
C 4.0188 -0.5435 0.7681
H 1.3476 1.5229 3.3168
H 2.2639 1.5927 1.8028
H 3.0096 0.9680 3.2649
H 2.0071 -1.8366 4.4590
H 3.3299 -2.0429 3.3177
H 1.9027 -3.0542 3.1937
H -0.5076 -0.3947 3.7805
H -0.9891 -1.5090 2.5182
H -0.8880 0.2187 2.1749
H 2.3503 -1.3499 -2.0541
H 4.4926 -0.8063 -3.0339
H 6.3681 0.0059 -1.6175
H 6.0485 0.0948 0.8425
H 3.9250 -0.5091 1.8443

Mulliken atomic charge list, values in e, 5 entries: 0.6918 -0.6983 0.4058 -0.1474 -0.8657

=====

5.
# C27H29N5NiS2Sb

C27H29N5NiS2Sb as an isolated structure at a distorted geometry (ωB97M-V/def2-TZVPD, OMol25).

Molar mass, g mol⁻¹: 668.2
E, eV: -105164.0709
Multiplicity: 1
HOMO-LUMO gap (spin up / spin down), eV: 7.02 / 7.02
Charge: +1

Atoms and positions in Å:
Ni -0.3298 1.6601 -0.0632
C 4.0905 0.7319 -3.1477
C 2.7160 0.8238 -3.3203
C 1.8962 1.0461 -2.2269
C 2.4522 1.1808 -0.9620
C 3.8303 1.0905 -0.7831
C 4.6440 0.8665 -1.8784
N 1.5559 1.3719 0.1392
N 2.0802 1.4102 1.2570
C 1.1774 1.5444 2.3388
C 1.7078 1.4927 3.6095
C 0.8440 1.6043 4.6886
C -0.5057 1.7692 4.4483
C -0.9444 1.8175 3.1298
N -0.1235 1.7046 2.0961
H 4.7334 0.5630 -4.0020
H 2.2848 0.7266 -4.3084
H 0.8233 1.1213 -2.3451
H 4.2436 1.1991 0.2091
H 5.7159 0.8032 -1.7442
H 2.7758 1.3737 3.7315
H 1.2237 1.5690 5.7009
H -1.2116 1.8736 5.2604
H -1.9922 1.9713 2.9001
S -0.0099 3.7419 -0.8812
C 0.2154 4.4257 0.6464
N 0.3911 4.8675 1.7011
N -0.6631 -0.3369 -0.1135
S -0.2321 -1.4562 -1.1570
C 1.3324 -2.1567 -0.6535
C 2.4183 -1.9802 -1.4981
C 3.6637 -2.4536 -1.1031
C 3.8056 -3.0902 0.1205
C 2.7069 -3.2613 0.9588
C 1.4612 -2.7956 0.5741
C -1.2963 -2.8698 -0.8718
C -2.4779 -2.6937 -0.1728
C -3.3260 -3.7822 -0.0009
C -2.9890 -5.0176 -0.5324
C -1.8003 -5.1761 -1.2361
C -0.9454 -4.1008 -1.4124
H -0.6706 -0.7011 0.8385
H 2.2960 -1.4717 -2.4471
H 4.5183 -2.3211 -1.7538
H 4.7750 -3.4634 0.4241
H 2.8199 -3.7671 1.9091
H 0.6012 -2.9382 1.2195
H -2.7286 -1.7208 0.2289
H -4.2509 -3.6575 0.5471
H -3.6523 -5.8624 -0.3996
H -1.5354 -6.1415 -1.6469
H -0.0157 -4.2234 -1.9553
C -4.2392 0.8321 0.0726
Sb -2.7002 2.2407 -0.3944
C -3.4048 2.8856 -2.2881
C -3.3208 3.8708 0.8253
H -5.1960 1.3518 0.0196
H -4.0950 0.4354 1.0773
H -4.2275 0.0185 -0.6516
H -4.3353 3.4236 -2.1118
H -3.5939 2.0323 -2.9368
H -2.6772 3.5493 -2.7488
H -3.8452 4.5858 0.1935
H -2.4638 4.3565 1.2875
H -4.0005 3.5061 1.5952

Mulliken atomic charge list, values in e, 5 entries: -0.7998 -0.4246 -0.9292 -0.0163 0.4373

=====

6.
# C27H30F2N4OS

A 3-piece molecular cluster, C27H30F2N4OS overall at a distorted geometry (ωB97M-V/def2-TZVPD, OMol25).

Molar mass, g mol⁻¹: 496.6
E, eV: -52755.0545
SMILES string: C=C[C@H](C#N)[C@H](C#N)CCCCCCCSc1nnco1.Fc1ccccc1.Fc1ccccc1
Multiplicity: 1
HOMO-LUMO gap, eV: 9.18
Charge: 0

Atoms and positions in Å:
C -5.2538 2.6890 0.8452
C -4.2591 3.7298 0.9637
C -2.7313 3.2463 1.1889
C -1.8348 4.4209 1.8696
N -1.0509 5.2019 2.3607
C -1.9589 2.8277 -0.1629
C -2.4413 3.8078 -1.3679
N -2.7121 4.7236 -2.1195
C -2.1937 1.3101 -0.6412
C -1.2461 0.2217 0.0659
C -1.4825 0.0337 1.6440
C -0.8140 -1.2991 2.2646
C 0.8205 -1.2293 2.2710
C 1.4091 -0.4431 3.5518
C 1.8484 1.0844 3.2601
S 3.7309 1.1567 3.4425
C 4.2884 0.3767 1.8315
N 4.6537 1.0957 0.6389
N 4.9350 0.0679 -0.2355
C 4.7507 -1.2420 0.3767
O 4.3355 -1.0398 1.7467
H -6.3148 2.8827 1.2573
H -5.0563 1.6707 0.3685
H -4.6086 4.8155 0.9355
H -2.7795 2.4164 1.9856
H -0.8299 3.0014 -0.0045
H -1.9313 1.2834 -1.7817
H -3.2722 0.9355 -0.5611
H -0.1224 0.4180 -0.1578
H -1.5035 -0.8011 -0.4252
H -1.0667 0.9294 2.2508
H -2.6138 -0.0152 1.9090
H -1.2008 -1.4735 3.3343
H -1.1934 -2.1914 1.6265
H 1.1318 -0.7765 1.2553
H 1.1928 -2.3247 2.3208
H 2.3359 -1.0463 3.8991
H 0.6318 -0.4446 4.3989
H 1.6670 1.2898 2.1302
H 1.3181 1.8708 3.8986
H 4.8821 -2.2590 -0.1192
F -2.0190 -3.4097 -0.8564
C -1.2607 -4.5173 -0.8256
C -1.8365 -5.7452 -1.1136
C -1.0494 -6.8924 -1.0866
C 0.3022 -6.7996 -0.7614
C 0.8686 -5.5618 -0.4692
C 0.0845 -4.4130 -0.5067
H -2.8916 -5.7988 -1.3563
H -1.4882 -7.8574 -1.3178
H 0.9146 -7.6957 -0.7364
H 1.9206 -5.4919 -0.2122
H 0.5094 -3.4392 -0.2904
F -0.3917 0.8572 -3.0284
C 0.7369 1.5387 -3.2960
C 1.6161 1.8330 -2.2646
C 2.7861 2.5332 -2.5421
C 3.0579 2.9405 -3.8463
C 2.1655 2.6438 -4.8732
C 1.0009 1.9340 -4.5980
H 1.3839 1.5151 -1.2547
H 3.4845 2.7617 -1.7437
H 3.9687 3.4907 -4.0615
H 2.3770 2.9655 -5.8878
H 0.2994 1.6867 -5.3864

Mulliken atomic charge list, values in e, 5 entries: -0.6558 -0.4388 0.7440 -0.0561 -0.5458